Entry 1:
ORCA calculation (ωB97M-V/def2-TZVPD) on a 2-piece molecular cluster, C28H27N2O4 overall at a distorted geometry.

The spin multiplicity is 1. The calculated total energy is -1493.28424 hartree. The energy above the lowest of the compared OMol25 structures with the same formula, charge and spin comes out at 0.0 kcal/mol. The HOMO energy is -9.72 eV. As for the total charge: +1. For the orbital gap, the calculation gives 0.234 hartree.

Structure (XYZ):
```
61
Properties=species:S:1:pos:R:3:forces:R:3
C 2.44984 1.54902 -2.22896 0.1 -0.4 0.2
O 2.45938 0.83546 -0.97765 0.2 0.1 -0.6
C 3.49744 -0.00969 -0.72741 0.6 0.5 -0.5
C 3.73736 -0.25539 0.62057 -0.3 -0.2 0.3
N 2.84165 0.31844 1.58391 0.3 0.3 1.4
C 1.50737 0.27932 1.49021 2.6 1.5 0.9
N 1.00300 1.05272 2.44288 1.1 0.1 0.9
C -0.38279 1.37228 2.71463 -0.6 0.0 0.2
C 2.05802 1.54225 3.24164 -0.7 -0.1 -0.3
C 3.19654 1.07694 2.71703 0.3 -0.3 -0.9
C 4.79981 -1.06521 1.03067 0.0 -0.6 -0.3
O 4.84427 -1.31930 2.36355 0.4 -0.2 -0.1
C 5.79749 -2.28157 2.85799 -0.1 0.3 -0.3
C 5.66533 -1.61323 0.06264 -0.3 0.2 0.4
C 5.42938 -1.33882 -1.28413 -0.1 0.1 0.1
C 4.36391 -0.53966 -1.70032 -0.3 0.1 0.3
H 1.68801 2.31957 -2.10243 0.1 -0.1 -0.1
H 3.42633 2.01154 -2.43723 -0.3 -0.1 0.1
H 2.17331 0.87464 -3.05225 0.1 0.2 0.2
H -1.01875 0.98073 1.91552 0.2 0.1 0.2
H -0.70072 0.94068 3.67480 0.1 0.0 -0.3
H -0.50731 2.46209 2.78129 0.1 -0.3 -0.1
H 1.87177 2.18014 4.08512 0.0 0.0 0.1
H 4.22276 1.22674 2.99252 0.0 0.0 0.1
H 5.63153 -2.29617 3.93497 0.1 -0.1 -0.2
H 5.60941 -3.27616 2.42862 0.0 0.3 0.1
H 6.82724 -1.96845 2.63340 -0.3 -0.1 0.1
H 6.49524 -2.24880 0.37467 -0.3 0.2 -0.2
H 6.09841 -1.75913 -2.03399 -0.2 0.1 0.2
H 4.20844 -0.30654 -2.75484 0.1 -0.2 0.4
C -7.20072 3.32442 -3.43068 0.4 0.0 -0.1
O -5.77008 3.40581 -3.63200 0.1 -0.7 0.5
C -4.99337 2.50053 -2.98185 -0.2 -0.1 0.3
C -3.59125 2.60145 -3.16185 -0.6 0.0 0.0
C -2.74940 1.75038 -2.48036 -0.1 -0.4 0.4
C -3.25700 0.76292 -1.59113 -1.1 0.5 -0.7
C -2.38044 -0.06965 -0.82188 0.2 -0.4 0.4
O -3.02118 -1.04534 -0.11871 1.2 0.3 -0.4
C -2.29490 -1.97497 0.60126 0.3 0.2 0.2
C -0.88301 -1.85374 0.69868 -2.4 -0.9 0.8
C -0.19693 -2.85541 1.43819 -0.3 0.1 -0.1
C -0.90749 -3.88975 2.03146 0.5 0.2 -0.1
C -2.31125 -3.92457 1.97367 -0.1 0.3 -0.3
C -3.01703 -2.95690 1.26658 -0.1 -0.3 0.1
C -0.32883 -0.70910 0.16041 1.6 -1.0 -2.6
C -0.99774 0.10889 -0.69555 -1.8 -0.2 0.1
C -4.65962 0.63806 -1.46951 0.4 0.1 0.0
C -5.51737 1.49114 -2.13499 0.0 0.6 -0.5
H -7.59856 4.13412 -4.04095 -0.1 -0.2 0.1
H -7.59251 2.35599 -3.77400 0.1 0.3 0.0
H -7.46032 3.47684 -2.37291 0.1 0.0 -0.3
H -3.20869 3.36797 -3.83199 -0.1 -0.2 0.1
H -1.67281 1.82238 -2.62542 -0.3 0.1 0.0
H 0.89184 -2.77564 1.49822 -0.3 -0.2 0.1
H -0.37171 -4.67945 2.55898 -0.2 0.2 -0.1
H -2.85613 -4.71859 2.48295 0.1 0.2 -0.1
H -4.10466 -2.95509 1.21524 0.2 -0.1 0.0
H 0.96094 -0.26650 0.64013 -1.1 -0.3 -0.1
H -0.51204 0.92835 -1.22203 -0.1 -0.1 0.2
H -5.09610 -0.12726 -0.83347 0.2 0.1 -0.1
H -6.59531 1.38829 -1.99392 0.5 0.0 -0.1
```
Positions in Å, forces in eV/Å.



Entry 2:
ORCA calculation (ωB97M-V/def2-TZVPD) on C28H27N5O4S in the gas phase at a distorted geometry.

The spin multiplicity is 1. The calculated total energy is -2056.08233 hartree. The HOMO energy is -8.57 eV. As for the total charge: 0. For the orbital gap, the calculation gives 0.303 hartree.

Structure (XYZ):
```
65
Properties=species:S:1:pos:R:3:forces:R:3
C -1.90312 -0.41688 2.50313 -0.2 0.2 -0.2
C -2.90321 0.22991 1.54996 -0.1 -0.7 0.0
N -2.45586 1.50463 1.04099 -0.2 0.2 -1.2
C -2.48974 2.66738 1.90108 0.3 0.6 0.2
C -1.08893 3.11656 2.31030 -0.3 0.0 0.0
S -2.53549 1.82172 -0.58673 0.2 -0.1 0.3
O -3.33006 2.98821 -0.84372 0.3 0.1 0.0
O -2.89428 0.59849 -1.25960 0.1 0.1 0.1
C -0.83343 2.14442 -1.02035 -0.5 0.0 0.1
C -0.47498 3.17068 -1.86986 -0.2 0.1 0.0
C 0.84911 3.26757 -2.27442 0.0 0.0 0.0
C 1.77228 2.31731 -1.87789 -0.1 -0.1 0.1
C 1.39565 1.26658 -1.04133 -0.4 0.5 0.0
C 2.34522 0.22722 -0.67512 0.4 -0.7 0.3
N 3.63063 0.48977 -0.53224 -0.2 0.7 -0.2
N 4.22730 -0.64082 -0.14931 -1.0 -0.5 -0.1
C 5.60930 -0.66384 0.07247 1.0 0.1 0.1
C 6.28881 -1.85340 0.31407 -0.2 0.1 -0.1
C 7.65471 -1.82849 0.52998 0.0 0.0 0.0
C 8.34942 -0.63103 0.50381 0.1 0.0 0.0
C 7.67136 0.55190 0.25686 0.0 -0.1 0.0
C 6.30720 0.54081 0.04212 -0.2 0.0 0.0
C 3.33281 -1.64347 -0.01715 -0.3 0.2 -0.1
C 2.08875 -1.14554 -0.36523 0.6 0.3 0.0
C 0.87603 -1.91950 -0.39478 -0.5 -0.2 -0.3
C -0.16920 -1.79624 -1.23818 0.4 -0.7 1.0
C -0.18806 -0.94629 -2.35853 0.2 0.3 -0.7
N -0.18951 -0.33929 -3.33387 -0.1 0.2 -0.2
C -1.35542 -2.70061 -1.03570 0.0 0.0 -0.1
O -1.24559 -3.76974 -0.46675 0.0 -0.2 0.2
N -2.50319 -2.21820 -1.54623 -0.2 0.1 -0.1
C -3.75926 -2.93050 -1.39436 -0.1 -0.1 0.2
C -4.74525 -2.15225 -0.58750 -0.2 0.4 -0.8
C -5.51581 -1.07243 -0.90672 0.3 -0.6 0.1
C -6.23155 -0.73676 0.26760 0.1 -0.3 0.5
C -5.84273 -1.63570 1.21110 -0.5 0.6 0.0
O -4.94110 -2.49370 0.70579 0.3 -0.4 0.1
C 0.08350 1.21553 -0.58304 0.4 0.1 0.1
H -2.25460 -1.41068 2.76803 0.0 -0.1 0.1
H -0.92623 -0.51116 2.03483 0.1 0.0 0.0
H -1.79718 0.16996 3.41227 0.1 0.0 0.1
H -3.87356 0.33967 2.05342 0.1 0.0 -0.1
H -3.04630 -0.40389 0.67501 -0.1 -0.1 0.2
H -3.08589 2.43628 2.78836 0.0 -0.1 -0.1
H -2.98693 3.47091 1.35037 -0.1 0.0 0.3
H -0.50800 3.38910 1.43269 0.1 0.1 0.0
H -1.15803 3.98089 2.96594 0.1 0.1 0.1
H -0.56734 2.32021 2.83461 0.1 -0.1 0.1
H -1.22893 3.86713 -2.19979 0.0 0.1 -0.1
H 1.15301 4.07228 -2.92639 0.0 0.1 -0.1
H 2.79362 2.36235 -2.22201 0.1 0.0 -0.1
H 5.76701 -2.79695 0.32684 -0.1 -0.1 0.0
H 8.17858 -2.75373 0.71674 0.0 -0.1 0.0
H 9.41523 -0.62094 0.67275 0.1 0.0 0.0
H 8.20771 1.48827 0.23270 0.0 0.1 0.0
H 5.75983 1.44906 -0.15123 0.0 0.1 0.0
H 3.60188 -2.63483 0.28285 0.1 -0.2 0.1
H 0.80511 -2.72099 0.33367 -0.2 -0.1 0.0
H -2.56692 -1.24435 -1.82596 0.2 -0.1 0.0
H -4.17188 -3.12805 -2.38967 0.0 -0.1 0.2
H -3.53385 -3.87572 -0.89270 -0.1 0.1 -0.2
H -5.55624 -0.57250 -1.85144 0.0 0.1 -0.3
H -6.93538 0.06116 0.38571 -0.2 0.1 0.1
H -6.12668 -1.77230 2.23594 0.0 -0.1 0.1
H -0.24433 0.45476 0.10583 0.1 -0.1 0.1
```
Positions in Å, forces in eV/Å.



Entry 3:
ORCA calculation (ωB97M-V/def2-TZVPD) on C28H27N7Pt as an isolated structure at a distorted geometry.

The spin multiplicity is 1. The calculated total energy is -1584.28563 hartree. The energy above the lowest of the compared OMol25 structures with the same formula, charge and spin comes out at 0.0 kcal/mol. The HOMO energy (alpha / beta) is -19.88 / -19.88 eV. As for the total charge: +4. For the orbital gap (alpha / beta), the calculation gives 0.171 / 0.171 hartree.

Structure (XYZ):
```
63
Properties=species:S:1:pos:R:3:forces:R:3
Pt -0.03256 -0.15966 0.00248 0.6 3.3 -0.1
C 1.71594 2.61636 -0.03870 0.5 0.1 0.0
N 0.28607 2.26410 -0.00737 -0.8 -1.9 0.1
C -0.35280 2.71602 1.24480 -0.4 0.1 0.4
C -0.08376 1.76100 2.36689 0.0 0.0 -0.1
C -0.09454 2.16520 3.68585 0.1 -0.1 0.1
C 0.12779 1.22959 4.69108 0.0 0.0 0.0
C 0.37879 -0.09508 4.35151 0.0 0.2 0.0
C 0.37539 -0.44169 3.01788 0.0 0.2 0.2
N 0.13208 0.46918 2.05047 -0.4 -2.1 -0.1
C -0.38472 2.71565 -1.24252 -0.4 0.2 -0.4
C -0.11593 1.76339 -2.36322 0.0 0.0 0.0
C -0.12825 2.16195 -3.68420 0.1 -0.1 -0.1
C 0.11421 1.22443 -4.68310 0.0 0.0 -0.1
C 0.38116 -0.09508 -4.33746 0.0 0.1 0.1
C 0.37275 -0.43764 -3.00218 0.0 0.3 -0.2
N 0.11795 0.47512 -2.03965 -0.2 -2.1 0.1
C 2.66275 1.47533 0.00474 0.3 0.0 0.0
C 4.01795 1.76565 -0.02566 0.1 -0.1 0.0
C 4.94151 0.74039 0.05481 0.1 0.0 0.0
C 4.48355 -0.56766 0.17903 -0.1 0.2 0.0
C 3.12626 -0.77951 0.20325 0.1 0.1 0.1
N 2.22516 0.22154 0.09735 -1.6 -1.0 -0.1
H 1.93750 3.19539 -0.93576 -0.2 0.0 -0.1
H 1.95569 3.26301 0.80679 -0.2 0.1 0.0
H -0.00768 3.71259 1.52739 0.1 0.1 -0.2
H -1.43059 2.80330 1.10962 0.1 0.0 -0.1
H -0.27797 3.20462 3.92973 0.1 0.0 0.0
H 0.11832 1.53621 5.72966 0.0 0.0 0.0
H 0.56943 -0.84630 5.10582 0.0 0.0 0.0
H 0.58112 -1.45805 2.71196 -0.1 0.0 -0.1
H -1.45922 2.79467 -1.09007 0.1 0.1 0.1
H -0.05663 3.71765 -1.52710 0.1 0.1 0.2
H -0.32828 3.19678 -3.93355 0.1 0.0 0.0
H 0.10733 1.52682 -5.72316 0.0 0.0 0.0
H 0.58876 -0.84679 -5.08693 0.0 0.0 0.0
H 0.58732 -1.45031 -2.69137 -0.1 0.0 0.1
H 4.33767 2.79809 -0.10643 0.0 0.0 0.0
H 6.00314 0.95390 0.04078 0.0 0.0 0.0
H 5.16024 -1.40689 0.26547 0.0 0.0 0.0
H 2.75347 -1.77577 0.34275 0.2 0.2 0.3
N -2.59744 -2.71502 0.07256 -0.2 -0.2 0.2
C -3.09188 -1.44698 0.02009 0.4 -0.1 0.0
C -4.48691 -1.33859 0.02737 -0.4 0.5 0.0
C -5.08872 -0.10211 0.01815 0.1 -0.5 0.1
C -4.26791 1.02472 -0.00046 0.1 0.2 -0.1
C -2.91632 0.84469 -0.02877 -0.2 0.3 -0.1
N -2.30155 -0.36378 -0.02035 1.6 0.6 0.1
C -1.34347 -3.23845 0.01634 -0.3 0.5 0.0
C -1.25494 -4.63365 0.08390 0.5 -0.4 -0.1
C -0.03429 -5.25569 -0.03982 -0.4 0.1 0.1
C 1.08938 -4.45558 -0.24657 0.1 0.2 0.0
C 0.92761 -3.09929 -0.29208 0.4 -0.3 -0.1
N -0.25820 -2.46536 -0.13359 0.8 1.5 0.1
H -3.31694 -3.41721 0.13491 -0.1 -0.1 0.0
H -5.08773 -2.23955 0.04767 0.1 0.0 0.0
H -6.16734 -0.01223 0.03479 0.0 0.0 0.0
H -4.68306 2.02332 -0.00030 0.0 0.0 0.0
H -2.27579 1.70458 -0.07230 -0.1 -0.2 0.1
H -2.15502 -5.21850 0.22987 0.0 0.1 0.0
H 0.04689 -6.33409 0.01477 0.0 0.0 0.0
H 2.07529 -4.88357 -0.36960 0.0 0.0 -0.1
H 1.78198 -2.48511 -0.49826 -0.3 -0.1 -0.3
```
Positions in Å, forces in eV/Å.



- Among the records above, which one has the highest calculated total energy?
  C28H27N2O4



- Number 1 is which compound?
  C28H27N2O4